# 1
DFT (wB97M-V/def2-TZVPD) results for a cluster of 4 separate species, C37H58Br2Cl6N2O4Si in total in a non-equilibrium geometry.

Values from the calculation:
Energy above the lowest of the compared OMol25 structures with the same formula, charge and spin, eV: 4.2123
Structure (SMILES): C#CCO[C@H](CCCCn1cccc1)[C@H](CCC(=O)Nc1ccccc1)O[C@H](CCO[Si](C)(C)C)[C@@H](Br)[C@@H](C)Br.ClCCCl.ClCCCl.ClCCCl
Orbital gap, eV: 8.2
Charge: 0
2S+1: 1

Last column: Löwdin charge in e.
Geometry (Å):
1 H -1.9972 3.5341 0.2090  0.172
2 C -5.3663 1.4561 1.0724  -0.159
3 C 1.4755 2.0426 2.0279  -0.097
4 H 1.3004 -2.5011 -0.7206  0.122
5 Cl 6.4628 2.0362 2.5703  0.737
6 H 2.4335 1.8728 1.4627  0.134
7 C -6.9693 1.5038 0.9421  -0.122
8 Cl 0.6282 -4.8981 -4.0417  0.553
9 H 4.7140 2.9197 -6.5627  0.072
10 H 7.9608 5.0432 1.0159  0.069
11 H -1.1739 -0.0427 -0.9516  0.124
12 C -0.5928 -4.0658 1.4014  -0.184
13 H -1.0516 1.7197 3.1969  0.119
14 H -6.5416 -0.4275 -0.8193  0.114
15 C 0.9402 -2.9885 3.8222  -0.185
16 H 6.7634 1.4209 5.0436  0.086
17 H -0.8651 -3.9388 0.3134  0.030
18 C 4.1548 2.3317 -7.2921  -0.663
19 H -0.3062 -6.6551 -5.2784  0.072
20 H -0.5425 0.8052 0.9282  0.133
21 C -2.1557 1.6833 2.9242  -0.180
22 H -4.5122 3.3625 0.3150  0.114
23 H -4.9674 0.4010 1.0079  0.089
24 H 7.5437 2.5834 0.5388  0.068
25 H 8.5664 2.8742 1.9502  0.073
26 C -1.3899 -0.5611 -3.6233  -0.664
27 C -0.6405 1.8522 0.5275  -0.252
28 O 1.1081 -1.5468 1.1528  -0.267
29 H -0.3946 -1.8768 -0.2770  0.080
30 H 0.3006 -2.0807 4.0656  0.038
31 Br -3.3458 -0.1560 -3.3698  0.674
32 C -0.5073 -5.5839 -5.2309  -0.656
33 H -1.7323 -2.0153 -1.9704  0.067
34 C -3.1467 1.7611 -0.3023  -0.151
35 H -8.9805 -2.7588 2.1142  0.078
36 H 4.8152 2.1139 -8.1314  0.067
37 H -5.0163 1.8614 2.0672  0.107
38 C -2.7127 -0.8946 2.1018  0.094
39 H -3.0934 0.6333 -0.2115  0.086
40 C -0.3370 -4.9683 -6.6022  -0.657
41 C -1.1514 -1.9644 -2.9446  -0.176
42 H 1.6191 -0.6391 -1.9554  0.089
43 H 0.6994 -5.0149 -6.9364  0.070
44 H 6.6328 -0.9268 3.8712  0.097
45 C -8.2606 -0.5342 1.9771  -0.090
46 H 0.3859 -3.8961 4.2221  0.049
47 C -4.6329 2.3070 -0.0626  -0.165
48 N 1.9973 1.9941 4.6003  0.056
49 Cl 2.0803 2.2914 -9.0784  0.535
50 H 3.3689 -3.3831 1.3540  0.032
51 C 4.4200 -0.9206 3.5688  -0.058
52 H -7.3031 2.0646 0.0259  0.124
53 Cl 5.6544 4.7762 0.6995  0.538
54 H 0.9469 3.4813 0.4320  0.138
55 O -0.3015 1.8494 -0.8800  -0.127
56 H -5.2036 2.3315 -1.0323  0.105
57 H -8.6948 -0.0486 2.8885  0.107
58 C 1.8341 2.8133 3.3632  -0.403
59 H -1.6378 -2.7370 -3.6169  0.058
60 C 1.0072 -0.3165 -1.0708  -0.090
61 H 2.2176 3.2234 -6.9153  0.061
62 H -7.5722 -3.0890 -0.3601  0.081
63 O 1.9834 4.0105 3.4310  0.105
64 H -2.8339 2.0176 -1.3572  0.082
65 H 4.3216 -1.9132 3.0659  0.082
66 H -1.2354 -0.6014 -4.7340  0.072
67 C 4.5282 1.7928 4.8866  -0.042
68 Si 0.9705 -3.1061 1.9081  0.463
69 C -0.2983 0.5081 -1.4200  -0.350
70 H -0.1671 3.5426 1.9426  0.123
71 H 2.4095 -4.7575 0.5325  0.034
72 C 2.9266 3.0970 -7.7338  -0.666
73 H -2.9910 -1.9217 1.7894  0.055
74 C 3.2407 1.2220 4.4385  -0.225
75 C -7.7014 -2.1776 0.2655  -0.069
76 H -1.5197 -5.4445 -4.8518  0.069
77 H 7.1099 4.8658 2.5542  0.069
78 H 2.1618 -0.4736 3.4589  0.071
79 C 5.7861 1.0072 4.6902  -0.262
80 C -2.6249 0.2243 2.5706  -0.065
81 C -8.4258 -1.9481 1.5773  -0.103
82 C -2.0862 2.4909 0.6596  -0.249
83 H -2.6882 1.9235 3.9007  0.138
84 H 1.9851 -2.9111 4.2264  0.029
85 H -7.3380 2.0200 1.8798  0.125
86 C -0.6109 0.6562 -2.9682  -0.635
87 H -1.5153 -3.8043 2.0143  0.030
88 O -2.5636 2.6833 2.0011  -0.126
89 C 7.1944 4.4714 1.5413  -0.665
90 H 2.7897 -4.7956 2.3618  0.041
91 C -7.1638 -0.8340 0.0167  -0.123
92 H -0.4555 -5.1860 1.5540  0.053
93 H 1.6564 0.3256 -0.3934  0.129
94 N -7.4596 0.1145 1.0111  -0.165
95 H 3.2164 4.0866 -8.0899  0.072
96 H -0.0725 -2.2451 -2.8090  0.062
97 H 1.0704 1.0288 2.3407  0.089
98 C 0.3938 2.8791 1.2114  -0.078
99 C 3.1876 -0.1358 3.7863  -0.023
100 C 0.7110 -1.6551 -0.2311  -0.270
101 C 2.5370 -4.1492 1.4701  -0.180
102 Cl -0.8546 -3.2638 -6.6420  0.554
103 C 5.7001 -0.3204 4.0361  -0.149
104 H 4.5184 2.8140 5.3582  0.117
105 H -0.9531 -5.5032 -7.3262  0.073
106 H -1.3031 1.5502 -3.0510  0.067
107 Br 0.9963 1.1991 -4.0360  0.669
108 C 7.5613 3.0032 1.5451  -0.614
109 Cl 3.7378 0.7910 -6.5019  0.519
110 H 1.2336 1.3081 4.5841  0.098

---

# 2
DFT (wB97M-V/def2-TZVPD) results for a structure of composition C37H59AlBNO31P in a non-equilibrium geometry.

Values from the calculation:
Orbital gap, eV: 3.8
Charge: -1
2S+1: 1

Last column: Löwdin charge in e.
Geometry (Å):
1 O 6.3977 1.2135 -3.5575  0.060
2 H -4.0196 0.4233 -4.1004  0.087
3 H -5.3150 4.0978 3.2030  0.137
4 O 7.9408 3.6851 3.7205  0.109
5 H 7.7462 7.6408 -6.8631  0.136
6 H -2.3251 -3.9202 0.0202  0.104
7 O -8.3672 0.5570 -0.3191  0.055
8 H -0.9969 -2.5357 -2.0040  0.112
9 H 1.7219 -1.6457 -0.8415  0.061
10 H -1.9758 1.1481 -0.7803  0.036
11 C -1.8226 -0.0165 8.7165  -0.146
12 H -3.7817 0.7946 1.0640  0.085
13 H 1.9323 2.3467 -1.8806  0.086
14 H -4.3159 -1.1797 -0.1635  0.090
15 H -8.4023 -2.5325 0.5429  0.139
16 Al 0.2375 0.0890 0.4964  0.202
17 H 8.6768 5.5641 -7.5981  0.140
18 C -9.1445 -0.6027 -0.0873  -0.147
19 H -2.5126 -1.6729 -0.4628  0.088
20 C -2.8247 0.0826 1.1078  -0.256
21 C 7.0435 6.8023 -6.9115  -0.142
22 O -6.7694 1.3122 3.8467  0.047
23 H 3.2562 0.5729 0.6230  0.106
24 C -5.7613 -5.1035 -3.7312  -0.148
25 O -5.5366 -5.8728 1.5649  -0.034
26 C -4.7616 -5.8925 4.0021  -0.066
27 C -5.4659 1.0014 3.5863  -0.516
28 C -0.3811 -1.0643 7.3699  -0.513
29 C 5.7424 1.0783 -2.3676  -0.517
30 H 4.6074 3.8557 -3.2370  0.142
31 H -4.8260 -6.8174 4.7202  0.109
32 O -3.5833 -3.7103 -1.5118  0.123
33 C -3.2983 0.5326 -3.1814  -0.019
34 C -5.7939 -3.6570 -4.1047  -0.145
35 O -3.1263 -6.0275 1.7565  -0.104
36 B 1.6295 1.5186 -0.1017  -0.512
37 H 6.3294 6.9830 -7.7196  0.137
38 H -3.9543 -3.9188 4.9572  0.075
39 H 9.3929 -1.4180 -3.4575  0.143
40 H -1.5803 1.9768 0.8649  0.067
41 H -9.4002 -1.0553 -1.0511  0.132
42 H -2.7634 1.5946 -3.1441  0.095
43 C -1.1892 0.9743 7.7944  -0.141
44 H -6.8127 -3.2866 -4.2474  0.131
45 N 0.2732 -1.9050 3.2922  -0.300
46 H 0.3088 -2.6190 -0.0564  0.050
47 O -4.7728 2.0979 3.1608  0.061
48 O 0.2710 -1.9581 6.8564  0.131
49 H -5.9785 -4.0322 4.6405  0.079
50 C -2.2518 -4.9206 2.1798  -0.186
51 O -4.6161 -5.2008 -2.9058  0.071
52 H 5.5489 3.5678 0.6907  0.136
53 O 7.7241 2.2977 1.9149  0.054
54 O -0.7641 -0.3725 -2.5207  -0.121
55 C 7.7355 5.4848 -7.0474  -0.136
56 O -0.4201 0.8662 3.6932  -0.461
57 H 7.1049 4.7289 -7.5273  0.139
58 O -0.0874 0.2644 7.2611  0.055
59 H 10.9900 0.1385 -2.5942  0.139
60 H -10.0669 -0.3515 0.4433  0.133
61 H 6.7424 2.9174 -4.6860  0.121
62 O -2.2777 -1.6213 -4.0861  -0.081
63 H -1.2529 -3.0214 1.4104  0.094
64 C 10.0611 1.2247 -4.9829  -0.511
65 C -4.9088 -4.5054 4.6012  -0.019
66 O 6.3768 6.6928 -5.6679  0.069
67 C -5.7227 3.1208 2.9294  -0.137
68 O -1.4996 -1.2620 8.1271  0.061
69 H 6.2402 3.8124 -2.5260  0.119
70 H -1.3965 0.0185 9.7246  0.132
71 H -1.8532 1.2655 6.9737  0.138
72 C -2.0449 -0.5713 -3.2672  -0.254
73 H -8.3269 -1.2731 1.8005  0.137
74 O -5.1793 -3.0218 -2.9993  0.059
75 P 0.6598 -0.2274 2.8055  0.727
76 H -5.9822 3.1285 1.8655  0.137
77 O 7.9695 5.1002 -5.7060  0.058
78 H -5.6676 -5.7565 -4.6033  0.133
79 H 0.9381 -2.1868 4.0743  0.005
80 C -1.6293 0.9189 0.3153  -0.261
81 H -2.4435 -4.5257 3.2659  0.111
82 H 5.1324 2.1735 -4.8536  0.139
83 C 11.1540 -0.1767 -3.6300  -0.141
84 C 5.4485 3.2064 -2.9788  -0.146
85 C -3.4784 -2.5359 1.4952  -0.169
86 H -1.1418 -5.3601 2.1874  0.138
87 C -4.3883 -3.9557 -2.3947  -0.476
88 H -6.6408 -5.4060 -3.1530  0.132
89 C 6.5960 1.7593 1.2520  -0.133
90 O 9.1983 0.1938 -4.7459  0.060
91 C 5.9349 2.4131 -4.1480  -0.130
92 O -6.1120 0.8948 -0.5041  0.128
93 H -3.2298 -2.0780 2.5630  0.098
94 O 1.2128 2.4359 -1.1800  -0.019
95 C -0.2215 -1.6573 -2.0543  -0.256
96 H -2.5541 -0.0187 2.2421  0.082
97 C 0.5521 -1.6073 -0.6108  -0.233
98 C 7.0485 5.7540 -4.9392  -0.497
99 H 10.2336 -1.5539 -5.0222  0.135
100 H 0.5960 -1.9828 -2.8599  0.126
101 C -6.8741 2.7226 3.7946  -0.149
102 C -4.4605 -5.9467 2.3846  -0.250
103 O -6.9461 -1.0782 0.2980  0.058
104 H 6.8094 1.5977 0.1918  0.116
105 C -7.0584 0.1871 -0.2021  -0.509
106 C 5.5426 2.7969 1.4684  -0.134
107 O 5.0492 2.2119 -2.0544  0.052
108 H -0.6607 -1.8456 3.7796  0.011
109 O -4.9830 -0.1111 3.7159  0.130
110 H 12.0571 -0.7916 -3.6757  0.135
111 O 5.9152 3.3869 2.6996  0.067
112 C -3.2613 -1.3158 0.3719  -0.182
113 O 9.7721 2.2371 -5.5987  0.125
114 H -3.8406 0.4030 -2.1341  0.082
115 H -7.8364 3.0245 3.3721  0.133
116 O 6.8512 5.5277 -3.7570  0.128
117 O 2.9225 1.5383 0.6191  -0.073
118 H -6.7909 3.1210 4.8112  0.130
119 H -0.8544 1.8744 8.3172  0.137
120 H -4.5481 -3.0072 1.4306  0.100
121 H 4.5400 2.3653 1.5330  0.107
122 C -8.2372 -1.4673 0.7265  -0.135
123 H -5.2082 -3.4442 -5.0051  0.137
124 C -2.2564 -3.6223 1.1738  -0.163
125 O 11.2892 0.9745 -4.4420  0.061
126 H 6.3390 0.8000 1.7136  0.142
127 C 9.9641 -0.8691 -4.2112  -0.136
128 H -0.3432 0.6479 4.6682  0.001
129 O 5.7720 0.0746 -1.6751  0.123
130 C 7.2539 3.1692 2.8546  -0.523
131 H -2.9065 0.1110 8.7838  0.135